1.
Below is a 2-piece molecular cluster, C2HBrF4O overall, with properties calculated with ωB97M-V/def2-TZVPD.

As for the total energy: -85045.3692 eV. The orbital gap (spin up / spin down) comes out at 8.3 / 7.3 eV. The calculation puts the energy above the lowest of the compared OMol25 structures with the same formula, charge and spin at 275.8 kJ/mol. The HOMO energy (spin up / spin down) is -9.1 / -8.9 eV.

Each line ends with the natural charge from an NBO analysis.
Element x y z (Å)
C 0.94763 -0.04725 -0.72133  0.473
C 0.15978 0.34368 0.52560  0.891
O -1.82963 -0.53643 -0.19209  -0.819
F 2.17693 -0.43643 -0.32768  -0.307
F 1.00987 0.97329 -1.60691  -0.302
F -0.13235 1.54685 0.86069  -0.242
F 0.23168 -0.45768 1.53472  -0.253
Br -2.94931 -0.56612 1.04190  0.375
H 0.38542 -0.81992 -1.11490  0.184


2.
Below is C43H112As3F27N8O17S3 as an isolated structure, with properties calculated with ωB97M-V/def2-TZVPD.

As for the total energy: -381523.3935 eV. Its total charge is +2. The orbital gap comes out at 10.0 eV. The HOMO energy is -13.0 eV.

Each line ends with the Mulliken charge.
Element x y z (Å)
C 3.69821 -0.01947 -4.31034  -1.344
N 3.61964 0.64160 -5.62531  0.569
C 5.00571 0.85418 -6.12446  -0.833
C 2.68961 -0.16554 -6.49696  -0.426
C 3.06342 2.09243 -5.33417  -0.182
C 2.74330 2.94289 -6.61766  -0.996
O 2.01271 2.25716 -7.60784  -0.567
H 2.75435 -0.21427 -3.83590  0.178
H 4.21791 0.63158 -3.62332  0.452
H 4.19963 -0.95082 -4.51221  0.559
H 4.88306 1.10914 -7.16879  0.424
H 5.71892 0.03544 -5.94874  0.338
H 5.43666 1.79351 -5.69886  0.302
H 2.62320 0.18422 -7.50114  0.449
H 1.72812 -0.08487 -5.95983  -0.103
H 2.92769 -1.29364 -6.40264  0.282
H 3.92101 2.60083 -4.89360  0.345
H 2.24245 1.95847 -4.66964  0.328
H 3.60862 3.34734 -7.10138  0.445
H 2.15686 3.76243 -6.19126  0.434
H 1.15188 2.34131 -7.27515  0.392
C 5.91691 -1.61082 0.72949  -0.857
N 5.27282 -1.32884 2.01579  0.386
C 3.86762 -2.01692 2.02187  -0.319
C 6.07449 -1.90293 3.15857  -0.863
C 5.11350 0.20214 2.21607  0.248
C 4.40129 0.52226 3.52493  -1.182
O 3.01448 0.76739 3.22778  -0.011
H 6.87477 -1.06339 0.58294  0.360
H 5.24912 -1.38507 -0.10380  0.090
H 6.10272 -2.66964 0.71735  0.445
H 3.41032 -1.86949 3.04110  0.309
H 4.04784 -3.09290 1.95250  0.595
H 3.29279 -1.63002 1.18511  -0.457
H 6.33874 -2.92099 2.89543  0.355
H 5.56066 -2.06488 4.13314  0.358
H 6.98154 -1.31632 3.44320  0.355
H 4.51345 0.59221 1.38399  -0.388
H 6.13290 0.52058 1.97511  0.579
H 4.91551 1.44760 3.88586  0.340
H 4.53624 -0.23458 4.21683  0.513
H 2.49922 0.62999 4.02764  -0.052
C 1.79348 5.95393 0.69342  -1.052
N 2.36722 7.26178 1.26986  0.224
C 2.17536 8.27883 0.17791  -0.793
C 1.56040 7.70420 2.40641  -0.995
C 3.81792 7.09001 1.79782  -0.693
C 4.62619 6.10474 0.94855  -0.267
O 4.43075 6.45665 -0.42746  -0.617
H 1.77345 5.08954 1.41486  0.128
H 2.47176 5.62005 -0.10770  0.502
H 0.77206 6.16541 0.47367  0.528
H 2.50774 9.30941 0.47108  0.355
H 1.10649 8.40529 -0.11023  0.352
H 2.68855 7.86210 -0.70263  0.300
H 1.50085 7.03731 3.27155  0.325
H 0.58842 7.90072 2.03410  0.443
H 2.01322 8.62087 2.81405  0.419
H 3.73397 6.75224 2.81542  0.398
H 4.19919 8.09391 1.77318  0.374
H 4.35610 5.11259 1.25154  -0.013
H 5.64572 6.30182 1.18707  0.671
H 4.88035 5.69035 -0.90503  0.407
C -2.08691 1.59561 5.71746  -0.967
N -3.24956 0.87054 5.16075  1.270
C -3.45677 1.21802 3.73158  -0.958
C -2.98022 -0.59298 5.28767  -0.308
C -4.55182 1.27138 5.92529  -0.710
C -4.55477 1.24840 7.45643  -0.623
O -4.50875 -0.09581 7.88990  -0.489
H -1.86329 1.39328 6.75931  0.454
H -2.23182 2.68655 5.51300  0.436
H -1.16440 1.22133 5.23538  -0.097
H -4.28964 0.52716 3.41968  0.407
H -2.57728 0.99429 3.18404  -0.354
H -3.73187 2.22692 3.69120  0.452
H -3.91302 -1.05147 4.81159  0.254
H -2.89209 -0.89218 6.36004  0.279
H -2.06064 -0.77224 4.68523  -0.290
H -5.34014 0.64420 5.55915  0.440
H -4.75164 2.30681 5.64666  0.450
H -5.55236 1.69001 7.52360  0.419
H -3.84523 2.03592 7.85505  0.297
H -5.18887 -0.29048 8.58286  0.333
C -3.67521 -2.48525 -4.88820  -0.919
N -2.64869 -3.53796 -4.63563  0.490
C -2.71902 -3.86575 -3.20632  -1.236
C -2.87399 -4.76980 -5.37348  -1.011
C -1.27311 -2.92570 -4.92630  0.135
C -0.09711 -3.88245 -4.58339  -0.342
O 1.18414 -3.26889 -4.65166  -0.544
H -3.76708 -2.10362 -5.88079  0.422
H -3.57797 -1.59757 -4.25708  0.172
H -4.64814 -2.91024 -4.62391  0.391
H -2.18753 -4.81257 -2.92958  0.170
H -3.79191 -4.00082 -3.04160  0.750
H -2.31587 -3.08453 -2.58958  0.219
H -2.62978 -4.64601 -6.41650  0.351
H -3.90506 -5.06746 -5.30400  0.372
H -2.24581 -5.53498 -4.98620  0.437
H -1.14437 -1.98649 -4.42230  -0.737
H -1.38385 -2.74457 -5.97383  0.824
H -0.17442 -4.67493 -5.28298  0.418
H -0.28103 -4.28242 -3.56880  0.024
H 1.76432 -3.63836 -3.92118  0.256
C 0.21365 -4.75807 2.20112  -1.346
N -0.45841 -5.92172 1.62179  0.631
C -0.98071 -5.55901 0.26585  -1.256
C 0.56252 -7.00701 1.46804  -0.712
C -1.60404 -6.38629 2.48812  -0.272
C -1.30755 -6.42670 3.98727  -0.501
O -0.28339 -7.35821 4.34066  -0.545
H -0.55538 -4.11246 2.65254  0.456
H 0.76407 -4.20761 1.46485  0.209
H 0.77110 -5.05700 3.08932  0.557
H -1.63608 -4.73051 0.47630  0.247
H -1.62405 -6.32966 -0.16204  0.387
H -0.10467 -5.42596 -0.32656  0.559
H 0.71282 -7.51954 2.46067  0.250
H 1.45217 -6.54764 1.08917  0.246
H 0.10779 -7.73913 0.78832  0.365
H -1.82807 -7.35786 2.13363  0.491
H -2.48123 -5.73533 2.31767  0.233
H -2.21989 -6.64645 4.56054  0.480
H -0.92548 -5.46164 4.23371  0.192
H -0.32703 -7.64358 5.26904  0.327
C -3.36680 3.33544 -1.65398  -0.205
N -4.80087 3.07572 -1.42424  0.402
C -5.45143 3.97847 -0.42754  -0.756
C -5.52511 3.35283 -2.69893  -0.819
C -5.02795 1.64567 -1.08110  0.422
C -6.53276 1.12537 -0.93454  -0.658
O -7.42323 1.34556 -2.02635  -0.521
H -2.91947 3.44108 -0.63343  -0.169
H -3.17445 4.23249 -2.27112  0.266
H -2.97278 2.54060 -2.22116  0.030
H -4.96967 3.67098 0.51263  0.131
H -6.52673 3.71812 -0.44064  0.441
H -5.30475 5.00888 -0.77694  0.356
H -6.61502 3.19556 -2.51073  0.389
H -5.15653 2.50611 -3.32160  0.322
H -5.26202 4.22170 -3.24152  0.343
H -4.63826 1.34440 -0.10215  -0.276
H -4.53909 1.05080 -1.87465  0.171
H -6.85623 1.35943 0.10774  0.459
H -6.32305 0.02549 -0.90945  0.153
H -8.09357 0.70858 -1.79769  0.374
C -0.32059 -1.43656 1.37283  0.360
N -0.13275 -0.18470 0.56491  1.239
C -1.49194 0.35630 0.21436  1.795
C 0.81078 0.79644 1.19321  0.227
C 0.57830 -0.52306 -0.73593  -0.127
C -0.08592 -1.41892 -1.72370  0.214
O -0.38472 -2.67997 -1.34132  3.131
H -1.19994 -1.94704 0.90819  -0.035
H -0.54123 -1.16371 2.38882  -0.026
H 0.64404 -1.91285 1.39515  -0.367
H -1.36209 1.13811 -0.47389  0.563
H -2.02720 0.74124 1.10788  -1.872
H -2.07235 -0.47908 -0.23947  -0.633
H 0.84747 1.63794 0.49290  0.279
H 1.73654 0.35234 1.45710  -0.189
H 0.37420 1.13415 2.12793  -0.453
H 1.52984 -0.99316 -0.51367  -0.649
H 0.76678 0.43775 -1.29384  0.211
H 0.44944 -1.39258 -2.64710  0.039
H -1.04272 -0.97267 -2.04005  -0.351
H 0.43537 -3.17562 -1.34898  -1.422
As -1.26434 1.14285 -4.75769  1.850
F -2.18531 0.02655 -3.74071  -0.580
F -0.49371 1.78288 -3.27296  -0.453
F -0.33913 2.05666 -5.82801  -0.410
F -2.07968 0.36683 -6.14360  -0.546
F -2.56347 2.32664 -4.69305  -0.452
F -0.00759 -0.04606 -4.72950  -0.378
As 0.72274 -1.39469 5.55260  2.288
F 1.28625 -2.52201 4.38857  -0.398
F 0.36918 -0.37982 4.16852  -0.654
F 0.00330 -0.23454 6.72729  -0.513
F 1.18998 -2.43408 6.85087  -0.487
F 2.25766 -0.64923 5.57255  -0.503
F -0.81077 -2.20153 5.47623  -0.495
As -1.77189 4.12663 2.55527  1.957
F -2.71805 2.93534 1.76575  -0.283
F -2.82157 4.30549 3.84732  -0.476
F -0.81871 5.36131 3.31734  -0.519
F -0.52320 3.97635 1.31248  -0.433
F -2.53422 5.33959 1.72327  -0.500
F -0.95890 2.92677 3.42953  -0.303
C 3.61819 2.50367 -0.49694  0.305
F 2.74887 3.39821 -1.10661  -0.266
F 3.49183 2.77824 0.82536  -0.070
F 3.21471 1.20998 -0.73499  -0.036
S 5.25339 2.69000 -1.27790  1.065
O 5.99519 1.54716 -0.85754  -0.623
O 4.92381 2.68775 -2.70075  -0.567
O 5.75575 3.96865 -0.79123  -0.859
C 4.43714 -4.47052 -2.21292  0.342
F 5.56876 -3.96008 -1.73662  -0.163
F 4.16683 -4.11299 -3.53933  -0.224
F 4.57385 -5.79539 -2.26002  -0.216
S 3.06652 -3.78419 -1.17687  1.264
O 3.35566 -4.37399 0.10818  -0.725
O 3.10380 -2.32846 -1.23080  -0.739
O 1.91570 -4.31679 -1.89877  -0.884
C -5.82260 -3.03906 0.59569  0.408
F -6.35999 -3.25831 1.80382  -0.209
F -5.95196 -4.20579 -0.09696  -0.217
F -6.59878 -2.12454 -0.01226  -0.193
S -4.03330 -2.54384 0.80178  0.472
O -4.14724 -1.33067 1.55475  -0.323
O -3.31123 -3.57428 1.49672  -0.628
O -3.52961 -2.26882 -0.54752  -0.601


3.
Below is an isolated ion of composition H3O2SSi and charge -1, with properties calculated with ωB97M-V/def2-TZVPD.

As for the total energy: -22856.0291 eV. Its total charge is -1. The orbital gap comes out at 7.0 eV. The calculation puts the energy above the lowest of the compared OMol25 structures with the same formula, charge and spin at 108.6 kJ/mol. The HOMO energy is -3.0 eV.

Each line ends with the natural charge from an NBO analysis.
Element x y z (Å)
O 1.64284 -1.10150 0.25077  -1.065
O 1.93483 1.29168 0.21666  -1.053
Si -0.73863 0.02915 -0.15737  0.516
S 1.42418 0.14324 -0.56473  1.220
H -1.00844 -0.18092 1.23670  -0.183
H -1.77154 0.90836 -0.37989  -0.231
H -1.48324 -1.09000 -0.60213  -0.204


4.
Below is one molecule with the formula C3H4N2OS, with properties calculated with ωB97M-V/def2-TZVPD.

As for the total energy: -19031.2081 eV. The orbital gap comes out at 8.1 eV. The calculation puts the energy above the lowest of the compared OMol25 structures with the same formula, charge and spin at 756.5 kJ/mol. The HOMO energy is -8.9 eV.

Each line ends with the natural charge from an NBO analysis.
Element x y z (Å)
C -0.63119 1.26234 1.78971  -0.690
C 0.42323 -1.03641 -0.70139  0.305
C 1.80233 -1.15286 -0.98874  -0.708
N -0.49250 -0.31238 -0.58496  -0.005
N -1.55260 0.30303 -0.55011  -0.518
O -3.33783 1.52603 0.69257  -0.864
S -2.02373 0.96140 1.00084  1.511
H -0.68209 1.88595 2.70045  0.204
H 2.02389 -0.12253 -1.58220  0.247
H 2.01443 -2.10483 -1.60490  0.255
H 2.45606 -1.20974 -0.17128  0.264